[1]
The following is a DFT calculation (ωB97M-V/def2-TZVPD) of C4H8OS in the gas phase in a non-equilibrium geometry.

```
14
Properties=species:S:1:pos:R:3:forces:R:3:nbo_charge:R:1
C -1.97799 0.21992 -1.32814 0.3265 0.0375 -0.2295 -0.607
C -0.42920 0.30951 -1.32229 -0.6528 -1.1235 0.9025 -0.502
C 0.12835 -0.13684 0.05807 -0.6922 -0.0102 -0.7889 0.419
O -0.61148 -0.41784 0.96445 0.2366 0.2024 0.2299 -0.562
S 1.89445 -0.28936 0.18629 -0.1078 0.2798 0.1791 0.192
C 2.02024 -0.33139 1.99488 0.1437 0.4489 -0.0958 -0.739
H -2.49837 0.71903 -0.49521 0.6414 -0.0124 -0.1942 0.224
H -2.22885 -0.83508 -1.23973 -0.3652 0.0113 -0.2862 0.213
H -2.35622 0.67251 -2.26405 0.0968 -0.5131 0.3621 0.209
H 0.00337 -0.38299 -2.07784 -0.2043 0.6410 0.2718 0.228
H -0.15221 1.32136 -1.52150 0.6614 0.6149 -0.1940 0.228
H 1.50939 -1.20091 2.41621 0.3951 0.1696 -0.0528 0.239
H 3.08497 -0.23630 2.21873 -0.0528 -0.6628 0.0030 0.231
H 1.61355 0.58838 2.41015 -0.4262 -0.0834 -0.1070 0.227
```
Forces are in eV/Å.

Output
**LUMO level**: 0.802 eV
**SMILES**: CCC(=O)SC
**Energy relative to the best compared isomer or geometry (same formula, charge and spin)**: 0.0 kcal/mol
**Spin multiplicity**: 1


[2]
The following is a DFT calculation (ωB97M-V/def2-TZVPD) of a molecular structure, C31H35N5O8PPdS3.

```
84
Properties=species:S:1:pos:R:3:forces:R:3:mulliken_charge:R:1
Pd -1.45955 -1.04398 -0.74717 0.3334 0.7165 0.2279 0.613
C -6.23772 -0.08026 -2.86121 0.0207 -0.0128 -0.0053 -1.054
C -6.30124 -0.17481 -1.35552 -0.0398 0.0902 -0.0461 -0.431
O -5.43698 -1.25089 -0.93288 0.0589 0.0004 0.3302 -0.431
P -4.30761 -0.98204 0.16712 -0.1356 -0.1468 -0.6839 1.513
S -3.05789 -2.53246 0.04252 -0.1305 -0.3285 -0.0323 -0.457
S -3.10291 0.52690 -0.36989 -0.0953 0.0300 -0.0319 -0.572
O -5.06855 -0.65079 1.48481 -0.1258 0.0968 0.0270 -0.213
C -6.13732 -1.45911 2.05209 0.0815 -0.0331 0.0504 -0.262
C -5.58825 -2.72205 2.67274 0.0067 -0.0123 -0.0038 -0.856
H -6.92355 0.68799 -3.22075 -0.0002 0.0048 0.0122 0.430
H -6.51156 -1.03447 -3.31056 -0.0050 -0.0002 -0.0007 0.293
H -5.22483 0.17308 -3.17475 0.0037 -0.0042 0.0006 0.113
H -7.30874 -0.40345 -1.00482 0.0209 -0.0274 0.0073 0.310
H -5.98692 0.76523 -0.89484 -0.0013 -0.0117 0.0157 0.430
H -6.86989 -1.66056 1.26922 -0.0179 -0.0113 -0.0085 0.237
H -6.58119 -0.80875 2.80157 -0.0057 0.0046 -0.0081 0.318
H -5.19892 -3.40166 1.91308 -0.0013 -0.0034 0.0031 0.263
H -6.38648 -3.23773 3.20887 -0.0158 0.0151 -0.0082 0.418
H -4.79321 -2.47737 3.37653 -0.0092 -0.0011 -0.0037 0.145
O -3.40874 -1.12188 4.83808 0.0140 -0.0485 0.1203 -0.718
S -2.64396 -0.10367 4.16791 -0.0032 0.0688 0.0357 1.110
O -3.11306 1.25015 4.26710 0.0273 0.0180 0.0489 -0.693
N -2.41237 -0.52138 2.61883 -0.3372 -0.0002 -0.0811 -0.050
C -1.15851 -0.72464 2.35158 0.5304 0.0241 -0.3385 0.287
O -0.65991 -1.03437 1.22892 0.1347 -0.0334 0.7039 -0.560
C -0.21581 -0.53536 3.50583 -0.1817 -0.0414 0.1003 -0.078
C 1.15994 -0.66534 3.53574 -0.0387 -0.0163 0.0010 -0.370
C 1.80377 -0.43458 4.74609 0.0196 0.0037 0.0099 -0.625
C 1.08230 -0.08488 5.88482 0.0224 -0.0026 0.0092 -0.546
C -0.30201 0.04520 5.84740 -0.0485 0.0307 -0.0227 -0.671
C -0.92556 -0.18524 4.63866 0.0604 -0.0509 0.0035 0.085
H 1.70453 -0.94439 2.64186 0.0050 -0.0015 0.0000 0.576
H 2.88033 -0.53157 4.80856 -0.0009 0.0082 -0.0079 0.456
H 1.60878 0.08664 6.81494 -0.0028 -0.0008 -0.0004 0.397
H -0.86607 0.31902 6.72887 0.0028 -0.0006 0.0026 0.457
C -2.79689 -2.00767 -5.86153 0.0006 0.0152 0.0211 -0.900
N -1.99239 -1.01000 -5.16820 0.0411 0.0366 -0.1078 0.171
C -1.27397 -0.07391 -5.83170 -0.0253 -0.0019 -0.0071 -0.040
C -0.50426 0.82180 -5.18219 -0.0345 0.0123 0.0054 -1.094
C -0.47643 0.73469 -3.75250 0.0314 0.0722 0.0729 0.638
N -1.19478 -0.16234 -3.10243 -0.0466 -0.2491 -0.0066 0.386
C -1.94610 -1.08210 -3.77291 -0.1102 -0.0105 0.1400 -0.066
O -2.57820 -1.95133 -3.19358 0.0193 0.0420 -0.0815 -0.561
N 0.27451 1.58235 -3.03154 0.0306 0.0000 -0.1285 -0.388
H -2.81395 -1.76781 -6.92200 0.0063 -0.0016 -0.0008 0.314
H -3.80799 -2.00250 -5.46170 -0.0068 -0.0061 -0.0048 0.261
H -2.37662 -3.00037 -5.71058 -0.0087 -0.0041 0.0045 0.296
H -1.35420 -0.09328 -6.91020 0.0042 0.0010 -0.0025 0.340
H 0.06992 1.56180 -5.71700 -0.0009 0.0001 0.0012 0.370
H 0.93123 2.17560 -3.50610 -0.0219 -0.0023 -0.0259 0.242
H 0.48434 1.29690 -2.07914 -0.0312 0.0208 0.0516 0.361
C 6.60721 4.20395 0.11783 0.0080 0.0035 -0.0073 -1.528
C 5.48271 3.50347 0.83205 -0.0070 0.0094 0.0002 1.128
C 5.17235 3.85058 2.14089 -0.0011 -0.0049 -0.0007 -0.834
C 4.13004 3.23256 2.81473 0.0057 0.0038 0.0074 -0.938
C 3.40893 2.23372 2.18804 -0.0142 -0.0193 -0.0160 -0.780
C 3.71254 1.86841 0.87892 0.0104 0.0276 0.0912 -0.303
N 2.93173 0.85524 0.27091 -0.0300 0.0567 -0.1694 0.577
C 3.39656 -0.38294 -0.09412 -0.0067 -0.0759 0.0901 0.784
C 4.74323 -0.73349 0.10346 -0.0249 0.0252 -0.0243 -0.963
C 5.20544 -1.98751 -0.23535 0.0048 -0.0156 0.0004 -0.733
C 4.35269 -2.95274 -0.76439 0.0171 -0.0115 0.0033 -0.877
C 3.02303 -2.63288 -0.93737 -0.0086 0.0187 -0.0369 -0.577
C 2.52869 -1.36438 -0.62794 0.0322 -0.0238 0.0654 0.458
C 1.08432 -1.12361 -0.81143 -0.1744 -0.7464 -0.1392 1.688
O 0.30609 -2.12446 -1.01773 0.2716 0.2540 -0.0300 -0.971
O 0.58694 0.03505 -0.75137 -0.0746 0.2619 -0.2271 -1.031
C 4.73344 2.51728 0.17602 -0.0104 -0.0118 -0.0042 0.838
C 5.01838 2.18647 -1.26274 0.0066 -0.0165 -0.0036 -1.602
H 7.14194 4.86610 0.79702 -0.0010 -0.0006 0.0006 0.386
H 6.23793 4.80759 -0.71475 -0.0033 -0.0019 0.0016 0.340
H 7.32366 3.49252 -0.29742 -0.0010 -0.0019 0.0009 0.309
H 5.75337 4.62029 2.63478 0.0013 -0.0004 0.0003 0.346
H 3.89163 3.51760 3.83116 -0.0042 0.0008 0.0010 0.422
H 2.60717 1.71729 2.70276 0.0138 0.0145 -0.0029 0.549
H 1.92735 0.96139 0.25991 0.0061 0.0078 0.0342 0.139
H 5.41465 -0.01101 0.54707 -0.0038 -0.0061 0.0018 0.517
H 6.24966 -2.22265 -0.06860 -0.0012 -0.0016 -0.0004 0.410
H 4.72037 -3.93780 -1.01573 -0.0003 0.0029 -0.0044 0.406
H 2.32132 -3.36279 -1.31770 -0.0009 0.0015 0.0013 0.513
H 4.18981 1.64063 -1.71009 -0.0023 0.0010 0.0075 0.236
H 5.91095 1.56329 -1.36500 0.0060 0.0048 0.0011 0.361
H 5.19126 3.09443 -1.84185 -0.0070 -0.0033 0.0002 0.539
```
Forces are in eV/Å.

Output
**LUMO level (spin up / spin down)**: -1.539 / -1.294 eV
**⟨S²⟩**: 0.76
**Energy relative to the best compared isomer or geometry (same formula, charge and spin)**: 13.1 kcal/mol
**Spin multiplicity**: 2


[3]
The following is a DFT calculation (ωB97M-V/def2-TZVPD) of C3H7N3O2 in the gas phase in a non-equilibrium geometry.

```
15
Properties=species:S:1:pos:R:3:forces:R:3:nbo_charge:R:1
C -3.08347 -0.33169 0.04181 2.6153 -3.2390 -0.8688 -0.248
O -1.89857 0.36635 0.25048 0.3077 2.7840 0.3825 -0.540
C -0.70279 -0.13080 -0.11153 -2.9070 -3.4582 0.7419 0.884
O -0.62471 -1.38296 -0.16331 1.4705 3.9161 -0.5628 -0.604
N 0.11644 0.96531 -0.26392 0.2477 -2.7721 -0.8637 -0.628
C 1.46192 0.72059 -0.14520 2.5201 2.4725 0.7786 0.186
N 2.06706 -0.36609 -0.30446 -1.0468 -0.5311 0.3339 -0.253
N 3.26895 -0.59595 0.30103 0.5353 0.0510 -0.4085 -0.639
H -3.80551 0.31925 -0.28109 -1.9026 1.5864 -0.3012 0.186
H -2.82229 -1.03979 -0.77071 -0.7409 0.0701 0.2737 0.198
H -3.27315 -0.93855 0.90455 -0.7285 -0.1005 0.5089 0.189
H -0.24691 1.86640 -0.02243 -0.1921 -0.0157 0.0085 0.430
H 1.97926 1.67163 0.16016 -0.0326 -0.8240 0.1715 0.120
H 3.72967 -1.33062 -0.23599 0.2857 0.6851 0.5130 0.376
H 3.83410 0.20693 0.64062 -0.4317 -0.6245 -0.7075 0.340
```
Forces are in eV/Å.

Output
**LUMO level**: 0.793 eV
**SMILES**: COC(=O)N/C=N/N
**Energy relative to the best compared isomer or geometry (same formula, charge and spin)**: 80.0 kcal/mol
**Spin multiplicity**: 1


[4]
The following is a DFT calculation (ωB97M-V/def2-TZVPD) of 2 unconnected molecules or ions with the total composition C3H7NO in a non-equilibrium geometry.

```
12
Properties=species:S:1:pos:R:3:forces:R:3:nbo_charge:R:1
C -0.01105 -0.52355 1.38223 -1.2387 -3.5467 -0.4747 -0.077
N 1.20668 -0.42265 1.64522 0.6254 1.4853 -0.4284 -0.377
C 1.82839 0.85436 2.00689 -0.6815 -0.0126 -0.1007 -0.454
H -0.30802 -1.58597 1.19508 0.3616 0.3520 -0.0003 0.143
H -0.98339 -0.03637 1.30117 0.7162 1.9548 0.3430 0.169
H 1.17737 1.72962 1.93272 -0.4819 -0.1196 0.5019 0.173
H 2.64911 1.17037 1.35953 0.3152 -0.8618 0.1010 0.209
H 2.15144 0.63195 3.02212 0.3767 0.7509 0.0538 0.215
C -1.90543 -0.48359 -3.44265 -0.4943 1.1875 -0.6168 0.261
O -2.88723 -0.00558 -3.95542 0.0222 -0.5440 0.2186 -0.494
H -1.89544 -1.51196 -3.05548 0.2019 -0.0260 0.0772 0.119
H -1.02242 0.18336 -3.39140 0.2772 -0.6198 0.3255 0.114
```
Forces are in eV/Å.

Output
**LUMO level**: 0.603 eV
**SMILES**: C=NC.C=O
**Energy relative to the best compared isomer or geometry (same formula, charge and spin)**: 76.6 kcal/mol
**Spin multiplicity**: 1


[5]
The following is a DFT calculation (ωB97M-V/def2-TZVPD) of C4H6N2 in the gas phase in a non-equilibrium geometry.

```
12
Properties=species:S:1:pos:R:3:forces:R:3:nbo_charge:R:1
C -0.48282 0.01008 1.82980 -0.0080 0.4842 1.1070 -0.634
C -0.04273 -0.02889 0.41924 0.2423 -0.1949 -0.0048 0.087
C -0.72705 0.29894 -0.71152 -0.2589 0.2410 0.4123 -0.120
N 0.14858 0.11279 -1.74355 0.0208 -0.0986 -0.3427 -0.523
C 1.31326 -0.34274 -1.20793 -0.4667 -0.0437 -0.5840 0.169
N 1.22549 -0.43997 0.08561 0.4905 -0.0979 0.2305 -0.459
H 0.11523 0.69552 2.44821 0.1032 0.0287 -0.4298 0.222
H -1.50182 0.38513 1.92981 -0.1053 -0.2573 -0.1176 0.213
H -0.37813 -0.93639 2.37093 -0.2026 -0.1051 -0.4507 0.225
H -1.71708 0.70044 -0.82602 -0.0631 -0.0593 -0.1683 0.215
H -0.07307 0.15891 -2.72173 0.0493 0.1057 -0.0008 0.413
H 2.12015 -0.61382 -1.87285 0.1983 -0.0027 0.3489 0.192
```
Forces are in eV/Å.

Output
**LUMO level**: 0.924 eV
**SMILES**: Cc1c[nH]cn1
**Energy relative to the best compared isomer or geometry (same formula, charge and spin)**: 1.4 kcal/mol
**Spin multiplicity**: 1


[6]
The following is a DFT calculation (ωB97M-V/def2-TZVPD) of a molecular structure, C7H6N2S in a non-equilibrium geometry.

```
16
Properties=species:S:1:pos:R:3:forces:R:3:nbo_charge:R:1
C 0.83049 -2.55582 -2.59509 -1.4400 1.4077 1.6270 0.184
C -1.77696 -1.01706 1.27408 2.3115 -1.5719 -4.4651 -0.245
C -0.68822 -0.62557 0.35927 -0.2999 1.9324 2.6647 -0.196
C -2.38652 -2.17266 0.83817 0.2253 1.1087 0.3979 -0.385
C -0.45356 -1.48622 -0.69253 -2.4127 -1.1601 0.9147 -0.269
C 0.40851 -1.59979 -1.70806 4.3015 3.4435 -0.9959 0.072
C 1.91018 0.85138 -1.26171 -1.8862 -1.5649 2.9790 -0.537
N 1.23891 -3.22112 -3.41521 1.1027 -2.0707 -2.1642 -0.246
N 1.86451 -0.31082 -2.10361 -1.5481 -1.2841 0.4921 -0.169
S -1.76043 -2.71622 -0.62130 0.7287 -0.9039 -0.6873 0.445
H -2.17632 -0.36978 1.93350 -0.9222 1.7659 2.6195 0.220
H -0.08780 0.31421 0.59563 -0.8740 -1.5796 -0.5450 0.228
H -3.23867 -2.66103 1.27263 -0.1616 -0.0631 0.0526 0.248
H 2.62002 1.64579 -1.45243 0.3843 -0.3158 -0.6049 0.228
H 1.99413 0.52280 -0.13342 0.5183 0.3990 -1.7850 0.209
H 0.89890 1.26317 -1.16178 -0.0276 0.4570 -0.5000 0.213
```
Forces are in eV/Å.

Output
**LUMO level (spin up / spin down)**: -0.100 / -1.970 eV
**⟨S²⟩**: 2.05
**Energy relative to the best compared isomer or geometry (same formula, charge and spin)**: 0.0 kcal/mol
**Spin multiplicity**: 3